{"formula": "C28H91BO29", "method": "wB97M-V/def2-TZVPD", "relative_energy_kj_mol": 0.0, "charge": 0, "molar_mass_da": 902.82, "lumo_energy_ev": 0.15, "e_tot_ha": -3327.79733, "elements": ["O", "H", "H", "H", "B", "H", "H", "H", "H", "C", "C", "O", "O", "H", "H", "H", "H", "H", "H", "C", "C", "O", "O", "H", "H", "H", "H", "H", "H", "C", "C", "O", "O", "H", "H", "H", "H", "H", "H", "C", "C", "O", "O", "H", "H", "H", "H", "H", "H", "C", "C", "O", "O", "H", "H", "H", "H", "H", "H", "C", "C", "O", "O", "H", "H", "H", "H", "H", "H", "C", "C", "O", "O", "H", "H", "H", "H", "H", "H", "C", "C", "O", "O", "H", "H", "H", "H", "H", "H", "C", "C", "O", "O", "H", "H", "H", "H", "H", "H", "C", "C", "O", "O", "H", "H", "H", "H", "H", "H", "C", "C", "O", "O", "H", "H", "H", "H", "H", "H", "C", "C", "O", "O", "H", "H", "H", "H", "H", "H", "C", "C", "O", "O", "H", "H", "H", "H", "H", "H", "C", "C", "O", "O", "H", "H", "H", "H", "H", "H"], "positions_angstrom": [[17.25022, 2.03842, 19.88492], [17.76368, 1.55791, 19.23143], [17.60117, 1.77168, 20.73773], [16.31369, 1.86655, 19.76256], [19.55851, -1.91286, 21.84975], [19.71086, -1.13938, 22.58646], [18.68312, -2.48276, 22.12022], [19.32185, -1.44586, 20.90628], [20.44528, -2.51574, 21.72966], [12.67203, 5.53401, 21.62216], [13.53111, 4.94817, 20.45013], [12.67336, 4.22274, 19.58186], [12.36822, 4.55586, 22.53973], [11.79310, 6.13954, 21.40099], [13.38041, 6.25732, 22.02604], [14.29082, 4.27781, 20.85206], [14.18477, 5.67637, 19.96998], [12.14354, 4.92518, 19.19785], [11.98044, 3.80242, 22.08856], [16.09044, 4.61865, 23.72535], [16.70488, 4.48874, 25.13465], [18.13806, 4.49912, 25.07769], [16.22516, 5.96196, 23.25214], [15.05981, 4.26481, 23.75176], [16.62380, 3.92173, 23.07887], [16.42694, 3.50936, 25.52407], [16.27122, 5.29436, 25.72711], [18.33579, 4.28516, 25.99242], [16.88024, 5.95226, 22.55045], [20.05207, -2.92337, 25.99862], [19.15549, -1.76117, 25.73545], [18.36011, -1.89552, 24.61129], [19.25292, -4.05387, 26.30704], [20.69864, -2.80651, 26.86833], [20.66746, -3.13102, 25.12325], [19.86354, -0.93247, 25.72915], [18.54959, -1.64292, 26.63378], [19.00801, -1.82056, 23.90687], [19.82455, -4.82475, 26.33103], [18.66147, -3.35058, 18.39495], [19.90941, -4.17547, 18.82887], [20.73387, -3.18769, 19.35687], [17.84680, -3.01157, 19.52201], [18.06436, -4.01197, 17.76716], [18.81064, -2.49892, 17.73124], [20.40462, -4.64063, 17.97653], [19.72061, -4.91951, 19.60273], [20.06999, -2.79039, 19.92521], [18.27414, -2.83107, 20.36248], [22.76875, -0.38419, 22.90789], [23.80973, -1.30765, 23.49738], [23.32574, -2.60243, 23.95126], [22.30285, -0.75590, 21.62026], [23.22509, 0.59367, 22.75410], [21.94603, -0.31966, 23.61997], [24.31767, -0.81319, 24.32539], [24.60530, -1.56018, 22.79638], [23.00389, -3.06321, 23.17300], [21.40901, -1.07276, 21.76943], [20.61347, 6.48500, 23.48679], [21.31815, 5.22941, 23.01159], [20.97884, 5.11106, 21.58592], [19.22591, 6.43114, 23.51049], [20.76759, 7.33636, 22.82382], [20.89082, 6.80578, 24.49092], [21.09735, 4.30842, 23.55116], [22.38214, 5.46225, 23.05435], [21.10233, 4.23372, 21.21629], [18.98391, 5.73548, 24.12619], [16.94935, 0.87083, 23.18035], [18.37420, 1.43515, 22.98108], [18.78201, 0.90550, 21.72213], [15.95777, 1.38806, 22.28839], [16.61406, 1.24701, 24.14687], [16.89627, -0.21632, 23.23841], [19.03555, 1.15010, 23.79929], [18.37262, 2.52494, 23.00210], [19.10635, 0.00388, 21.78120], [15.12421, 1.00339, 22.56912], [15.15681, -0.38952, 19.00374], [14.03151, 0.52563, 19.47553], [14.41586, 1.87255, 19.51444], [16.21566, -0.51264, 19.93529], [15.52581, 0.06143, 18.08256], [14.80505, -1.38731, 18.74148], [13.63083, 0.15004, 20.41707], [13.19113, 0.47616, 18.78312], [13.63769, 2.41966, 19.38506], [16.48240, -1.43456, 19.91257], [17.65172, 6.60130, 20.29863], [18.87224, 7.01645, 19.33884], [20.12068, 7.23502, 20.09065], [17.97007, 5.43128, 21.07605], [16.69725, 6.37470, 19.82352], [17.48310, 7.44875, 20.96308], [18.63270, 7.97034, 18.86895], [19.01296, 6.28447, 18.54354], [20.40291, 6.40512, 20.48206], [18.44657, 5.74487, 21.84819], [20.00158, 2.66772, 14.22638], [19.62108, 2.69819, 12.66164], [19.45720, 1.40492, 12.01350], [18.86198, 2.53726, 15.08215], [20.48037, 3.60506, 14.50968], [20.76596, 1.91072, 14.40176], [20.56866, 3.05045, 12.25408], [18.74826, 3.33690, 12.52624], [18.89718, 1.50132, 11.23976], [19.22887, 2.46298, 15.96616], [17.22294, -1.03686, 14.69496], [16.25085, 0.05182, 14.25377], [15.05628, -0.42586, 13.62597], [17.02117, -1.55226, 15.99710], [18.23532, -0.63295, 14.70166], [17.32669, -1.74772, 13.87520], [16.78033, 0.74532, 13.60045], [15.89881, 0.51688, 15.17457], [14.35212, -0.36106, 14.27524], [16.18945, -2.03160, 15.98927], [23.46481, 3.13877, 20.98162], [24.18932, 4.42026, 20.56749], [24.80311, 4.25206, 19.25658], [22.24979, 2.91946, 20.26158], [23.19882, 3.25598, 22.03215], [24.08810, 2.24674, 20.91941], [24.91030, 4.66228, 21.34834], [23.43510, 5.20719, 20.56965], [25.55557, 3.66224, 19.16995], [22.23029, 2.18655, 19.64186], [19.82526, 0.52185, 17.61074], [20.27379, 1.79871, 18.21151], [19.67801, 2.91734, 17.67564], [18.44608, 0.27970, 17.81274], [20.38887, -0.28665, 18.07631], [20.14356, 0.48101, 16.56905], [21.35239, 1.92846, 18.12262], [20.11699, 1.80715, 19.29014], [20.30857, 3.60978, 17.88663], [18.14887, -0.46283, 17.28178], [15.62824, 3.41973, 16.22315], [16.17082, 4.32144, 17.42441], [15.76049, 5.65510, 17.33970], [16.22237, 3.59856, 14.94436], [14.61360, 3.67311, 15.91588], [15.67228, 2.39159, 16.58243], [17.25348, 4.27868, 17.54330], [15.77139, 3.85793, 18.32647], [16.42292, 6.12489, 16.82775], [17.15875, 3.38796, 14.96573]], "forces_ev_per_a": [[0.446, 1.717, -1.095], [0.421, -0.937, -1.102], [0.509, -1.098, 1.643], [-1.469, -0.207, 0.305], [-0.032, -0.530, -0.099], [0.838, 2.842, 2.928], [-3.113, -2.311, 1.135], [-0.641, 2.055, -3.614], [3.040, -2.298, -0.096], [2.363, 0.739, -1.168], [-0.565, 0.393, 1.202], [0.376, -0.056, -0.408], [-0.208, -0.789, 1.208], [-0.186, -0.163, -0.879], [-0.053, -0.054, 0.877], [-0.406, -0.422, 0.399], [-0.598, 0.507, -0.554], [-0.367, -0.317, -0.464], [-0.113, -0.019, -0.151], [1.182, 0.166, 0.515], [-1.072, -0.343, -1.499], [-0.492, 0.087, 0.520], [-0.770, -0.596, 0.541], [-0.236, 0.416, 0.026], [0.026, 0.013, -0.239], [-0.331, -0.003, 0.221], [0.351, 0.064, 0.315], [0.814, 0.044, 0.034], [-0.072, -0.129, -0.230], [0.119, -1.391, 0.111], [0.525, -0.009, 1.815], [0.021, 0.348, 0.268], [-0.460, -0.489, -0.109], [0.294, 0.829, -0.065], [0.203, 0.083, -0.179], [-0.144, 0.759, -0.396], [-0.376, 0.143, -0.108], [-0.377, -0.229, -0.957], [-0.053, -0.063, -0.013], [-0.872, -2.399, 0.228], [-0.542, 1.357, -1.277], [0.983, 0.092, 0.344], [-1.048, -0.090, -0.977], [-0.517, -0.149, 0.091], [0.855, 0.190, 0.420], [-0.096, -0.062, -0.091], [-0.611, -0.269, -0.182], [1.088, 1.062, 0.858], [0.660, 0.103, 0.189], [0.318, 0.003, -0.446], [0.421, -1.315, -0.155], [-0.092, 1.152, 0.203], [0.460, 0.062, 0.479], [0.119, 0.263, 0.479], [-0.174, 0.195, 0.067], [-0.305, -0.123, 0.323], [0.027, 0.480, -0.464], [-0.121, -0.035, -0.196], [-0.362, -0.471, -0.426], [-0.147, 0.814, 0.277], [0.040, 0.788, -1.838], [0.005, 0.262, 1.174], [-1.103, -0.530, -0.696], [0.859, -0.225, -0.215], [0.851, -0.246, 0.123], [-0.208, 0.106, 0.095], [0.260, -0.291, 0.274], [0.210, -0.487, 0.129], [-0.666, -0.279, 0.436], [-0.323, 0.863, 2.052], [-1.497, -1.445, -0.662], [0.107, 2.771, -0.530], [0.729, 0.309, -0.693], [0.209, -0.209, 0.664], [0.501, -0.037, -0.307], [-0.078, -0.430, 0.049], [-0.028, 0.088, -0.555], [0.104, -0.874, 0.152], [-0.025, -0.001, -0.178], [0.014, 0.388, -0.230], [-0.719, -1.214, -0.265], [1.163, 0.137, 0.341], [-0.628, 0.330, 0.068], [0.269, 0.054, -0.362], [-0.476, 0.071, 0.037], [0.184, 0.208, 0.453], [0.009, -0.476, -0.335], [-0.105, 0.559, -0.018], [0.644, -0.308, 0.021], [1.515, 0.054, -0.257], [-0.194, -0.142, 1.704], [-1.930, 0.379, -1.262], [-0.492, 0.327, -0.609], [0.297, 0.151, -0.635], [0.029, 0.124, 0.138], [0.011, 0.022, 0.061], [0.070, -0.262, 0.041], [0.015, -0.519, 0.295], [0.998, 0.074, 0.394], [-1.065, -0.058, -1.397], [1.278, -0.890, 1.458], [-0.203, 0.362, 1.287], [0.284, -0.597, -1.067], [0.106, 0.364, -0.593], [-0.188, -0.492, -0.042], [-0.322, 0.869, -0.339], [0.213, 0.123, -0.161], [-0.065, 0.188, 0.061], [-0.243, 0.257, 0.610], [0.929, 0.851, -1.088], [-0.314, -0.338, 0.967], [0.277, -0.363, -0.183], [-0.310, -0.271, -0.264], [-0.016, 0.493, 0.271], [-0.528, -0.801, 0.266], [-0.246, 0.077, 0.010], [0.550, 0.719, 0.016], [-0.053, -0.013, -0.185], [-0.092, -0.194, 0.229], [-0.036, -0.138, -0.019], [0.474, -1.806, -0.737], [-1.165, 1.225, 0.246], [-0.384, 0.741, 0.139], [-0.154, -0.068, 0.167], [0.232, 0.083, -0.104], [0.286, 0.015, -0.064], [0.233, 0.173, -0.688], [-0.053, -0.110, 0.891], [0.688, -0.118, 0.448], [0.575, -1.247, -0.219], [0.816, -0.730, 1.751], [-0.583, 1.293, -0.850], [0.061, 1.263, 0.301], [0.229, -0.056, 0.296], [-0.451, 0.130, -0.447], [0.235, -0.643, -0.502], [-0.303, -0.349, 0.368], [-0.358, 0.683, -0.161], [-0.341, -0.314, -0.176], [0.536, 1.140, 0.054], [-0.591, -1.365, -1.300], [-0.193, 0.576, 0.153], [0.215, 0.242, 0.296], [-0.397, 0.017, 1.151], [0.075, -0.363, -0.120], [0.228, -0.331, -0.332], [-0.304, 0.261, 0.149], [-0.117, 0.116, -0.116], [0.494, -0.311, 0.130]], "lowdin_charge": [0.2803, 0.1008, 0.0791, 0.0846, -0.3653, -0.0180, 0.0151, -0.0050, 0.0042, -0.2569, -0.2149, -0.0738, -0.0462, 0.1190, 0.1121, 0.1136, 0.1104, 0.0991, 0.0890, -0.2146, -0.1976, -0.0772, -0.0577, 0.1142, 0.0945, 0.1127, 0.1255, 0.1001, 0.0165, -0.2546, -0.2900, -0.0495, -0.0644, 0.1200, 0.1145, 0.1106, 0.1234, -0.0003, 0.0802, -0.2037, -0.2219, -0.0821, -0.0896, 0.1076, 0.0943, 0.1172, 0.1258, -0.0086, 0.0110, -0.2439, -0.2207, -0.0781, -0.0707, 0.0989, 0.1175, 0.1143, 0.1149, 0.0769, -0.0104, -0.2395, -0.1530, -0.1021, -0.0710, 0.1281, 0.1253, 0.1255, 0.1105, 0.0554, 0.0394, -0.1969, -0.1714, -0.0971, -0.0771, 0.1084, 0.1217, 0.1224, 0.1039, 0.0009, 0.0945, -0.2219, -0.2245, -0.0716, -0.0536, 0.1006, 0.1320, 0.1210, 0.1260, 0.0643, 0.0659, -0.1767, -0.1657, -0.0855, -0.1040, 0.0960, 0.1187, 0.1074, 0.0921, 0.0128, 0.0251, -0.1883, -0.1753, -0.0888, -0.1034, 0.1126, 0.1120, 0.1045, 0.1176, 0.0761, 0.0250, -0.2260, -0.2155, -0.0592, -0.0698, 0.1125, 0.1258, 0.1154, 0.1042, 0.0763, 0.1003, -0.2240, -0.1978, -0.0715, -0.0834, 0.1021, 0.1239, 0.1172, 0.1134, 0.0805, 0.0610, -0.2076, -0.2687, -0.0360, -0.0414, 0.1336, 0.1228, 0.1248, 0.1193, 0.1162, 0.0485, -0.2050, -0.2252, -0.0624, -0.0816, 0.1206, 0.0852, 0.1057, 0.0863, 0.0900, 0.0287]}